C18H41N2OP3SV as an isolated structure, computed with the ωB97M-V functional and the def2-TZVPD basis.

## Properties
Expectation value of S²: 2.075
E_HOMO (alpha / beta), eV: -16.6 / -16.6
Charge: +3
HOMO-LUMO gap (alpha / beta), eV: 6.24 / 7.13
Spin multiplicity: 3

Geometry (Å):
1 V 0.166 -0.932 -0.427
2 P -0.367 1.288 0.391
3 P -1.998 -1.277 -0.916
4 P 3.287 0.903 -1.869
5 H 0.972 -2.516 -3.448
6 C 1.387 -1.817 -2.703
7 C 1.213 -2.402 -1.315
8 H 0.633 -3.336 -1.269
9 C -0.719 2.575 -0.869
10 C -1.861 1.420 1.456
11 C 0.824 2.073 1.538
12 C -2.108 -2.835 -1.834
13 C -2.953 -1.600 0.610
14 C -3.008 -0.084 -1.856
15 C 5.082 0.909 -2.076
16 C 2.998 0.082 -0.259
17 C 2.741 2.627 -1.742
18 H 2.469 -1.707 -2.917
19 H 2.158 -2.505 -0.742
20 H -1.100 3.485 -0.382
21 H -1.466 2.216 -1.584
22 H 0.180 2.828 -1.439
23 H -1.841 2.403 1.947
24 H -1.835 0.641 2.231
25 H -2.785 1.324 0.871
26 H 0.347 2.967 1.962
27 H 1.738 2.379 1.022
28 H 1.075 1.369 2.350
29 H -2.799 -3.474 -1.275
30 H -1.159 -3.371 -1.963
31 H -2.509 -2.592 -2.821
32 H -3.576 -0.736 0.873
33 H -2.267 -1.818 1.445
34 H -3.603 -2.463 0.424
35 H -4.021 -0.475 -2.014
36 H -2.530 0.093 -2.826
37 H -3.096 0.868 -1.324
38 H 5.509 1.737 -1.492
39 H 5.248 1.045 -3.153
40 H 5.507 -0.051 -1.753
41 H 3.833 -0.629 -0.147
42 H 2.050 -0.525 -0.116
43 H 3.040 0.834 0.550
44 H 3.643 3.248 -1.829
45 H 2.247 2.862 -0.790
46 H 2.056 2.869 -2.565
47 C -0.508 -0.222 -4.445
48 C -1.021 1.030 -4.880
49 C -2.062 1.087 -5.811
50 C -2.604 -0.098 -6.326
51 C -2.100 -1.333 -5.897
52 C -1.045 -1.399 -4.979
53 S 0.789 -0.127 -3.232
54 H 2.841 0.526 -3.217
55 H -0.557 1.928 -4.464
56 H -2.457 2.056 -6.157
57 H -3.406 -0.069 -7.075
58 H -2.528 -2.250 -6.316
59 H -0.637 -2.369 -4.678
60 N 1.390 -0.549 3.347
61 C 0.309 -1.359 3.041
62 N -0.548 -1.573 4.080
63 O 0.092 -1.808 1.897
64 H 1.601 -0.486 4.334
65 H 2.211 -0.713 2.764
66 H -1.241 -2.310 3.921
67 H -0.240 -1.392 5.019

How is the electron density shared among the atoms? According to natural (NBO), the charges in e are: 1.27 0.75 0.82 1.22 0.28 -0.55 -0.92 0.26 -0.92 -0.90 -0.94 -0.93 -0.93 -0.93 -0.95 -0.88 -0.97 0.24 0.23 0.27 0.26 0.24 0.27 0.26 0.25 0.27 0.22 0.28 0.28 0.25 0.28 0.27 0.26 0.28 0.29 0.27 0.25 0.28 0.29 0.28 0.30 0.16 0.29 0.30 0.26 0.28 -0.23 -0.23 -0.17 -0.17 -0.20 -0.19 0.25 0.13 0.22 0.26 0.26 0.25 0.21 -0.82 0.82 -0.79 -0.72 0.42 0.40 0.43 0.42

---

A 10-piece molecular cluster, C18H41NO36P2S9 overall, computed with the ωB97M-V functional and the def2-TZVPD basis.

## Properties
E_HOMO, eV: -8.1
HOMO-LUMO gap, eV: 8.42
Spin multiplicity: 1

Geometry (Å):
1 O -2.978 -3.566 -0.960
2 S -2.922 -4.933 -0.513
3 O -3.419 -6.030 -1.295
4 O -3.586 -5.008 0.971
5 C -2.624 -5.525 1.894
6 C -1.266 -5.123 1.334
7 O -1.389 -5.264 -0.081
8 H -2.731 -6.613 1.924
9 H -2.795 -5.117 2.891
10 H -0.457 -5.749 1.714
11 H -1.045 -4.073 1.550
12 O -6.449 -5.130 0.214
13 S -6.225 -4.648 1.548
14 O -4.928 -4.633 2.161
15 O -7.264 -5.407 2.543
16 C -8.078 -4.442 3.208
17 C -8.164 -3.258 2.254
18 O -6.867 -3.159 1.666
19 H -7.580 -4.162 4.141
20 H -9.060 -4.863 3.434
21 H -8.427 -2.331 2.764
22 H -8.884 -3.450 1.453
23 O 2.962 0.698 -2.974
24 S 3.128 1.912 -3.727
25 O 4.389 2.579 -3.859
26 O 2.024 2.985 -3.205
27 C 1.196 3.384 -4.298
28 C 1.185 2.199 -5.253
29 O 2.511 1.677 -5.213
30 H 1.649 4.262 -4.766
31 H 0.195 3.638 -3.945
32 H 0.914 2.486 -6.270
33 H 0.504 1.417 -4.902
34 O -0.553 4.851 -6.127
35 S -1.598 5.310 -6.999
36 O -2.760 6.004 -6.523
37 O -2.080 4.058 -7.916
38 C -1.907 4.383 -9.295
39 C -0.748 5.370 -9.336
40 O -0.921 6.194 -8.184
41 H -2.831 4.845 -9.655
42 H -1.701 3.482 -9.876
43 H -0.747 5.974 -10.244
44 H 0.213 4.855 -9.241
45 O 0.015 3.574 4.456
46 S -0.683 3.654 3.201
47 O -1.508 4.770 2.839
48 O -1.544 2.288 3.013
49 C -1.137 1.632 1.812
50 C 0.316 2.029 1.604
51 O 0.389 3.398 2.006
52 H -1.766 1.997 0.994
53 H -1.259 0.551 1.908
54 H 0.634 1.914 0.566
55 H 0.979 1.450 2.254
56 O -3.258 3.765 9.886
57 S -2.368 2.684 9.565
58 O -2.610 1.329 9.968
59 O -0.870 3.105 10.034
60 C 0.007 3.079 8.908
61 C -0.873 3.380 7.702
62 O -2.102 2.703 7.961
63 H 0.442 2.077 8.838
64 H 0.806 3.813 9.029
65 H -0.431 3.033 6.767
66 H -1.086 4.451 7.628
67 O 0.023 -8.397 5.492
68 S -0.677 -8.318 4.241
69 O -1.505 -7.202 3.880
70 O -1.538 -9.683 4.054
71 C -1.136 -10.340 2.852
72 C 0.318 -9.941 2.640
73 O 0.390 -8.574 3.042
74 H -1.768 -9.975 2.037
75 H -1.257 -11.420 2.949
76 H 0.634 -10.055 1.602
77 H 0.985 -10.519 3.288
78 O 7.149 0.600 -4.982
79 S 7.041 0.897 -3.580
80 O 5.915 1.579 -3.013
81 O 8.400 1.663 -3.119
82 C 9.036 0.921 -2.079
83 C 8.642 -0.530 -2.317
84 O 7.284 -0.481 -2.748
85 H 8.653 1.282 -1.120
86 H 10.118 1.066 -2.115
87 H 8.739 -1.141 -1.418
88 H 9.236 -0.973 -3.122
89 O 4.860 5.319 -2.929
90 S 3.619 5.418 -2.215
91 O 2.388 4.870 -2.709
92 O 3.378 6.982 -1.833
93 C 3.262 7.114 -0.417
94 C 4.087 5.974 0.165
95 O 3.856 4.866 -0.704
96 H 2.205 7.013 -0.151
97 H 3.625 8.092 -0.095
98 H 3.795 5.729 1.187
99 H 5.156 6.207 0.138
100 N 0.954 -0.203 -1.054
101 P -0.096 -1.412 -1.222
102 P -2.101 -0.729 -1.767
103 H 1.732 -0.292 -1.754
104 H -0.096 -2.163 0.006
105 H 0.369 -2.267 -2.276
106 H -2.984 -1.843 -2.045
107 H -2.671 0.111 -0.728

Mulliken population analysis, charges in e, atoms 1 to 99: -0.38 0.98 -0.61 -0.19 -0.28 -0.26 -0.37 0.19 0.35 0.35 0.21 -0.58 1.22 -0.45 -0.33 -0.38 -0.35 -0.33 0.28 0.31 0.31 0.30 -0.75 1.20 -0.53 -0.19 -0.24 -0.25 -0.44 0.31 0.32 0.20 0.30 -0.34 0.98 -0.57 -0.32 -0.32 -0.33 -0.33 0.29 0.32 0.32 0.27 -0.55 1.05 -0.56 -0.33 -0.17 -0.15 -0.25 0.21 0.28 0.10 0.28 -0.54 1.08 -0.53 -0.31 -0.31 -0.14 -0.28 0.30 0.31 0.20 0.24 -0.57 1.04 -0.41 -0.31 -0.32 -0.33 -0.31 0.27 0.31 0.33 0.29 -0.61 1.08 -0.31 -0.33 -0.33 -0.37 -0.33 0.27 0.31 0.31 0.30 -0.58 1.11 -0.38 -0.32 -0.38 -0.36 -0.28 0.26 0.31 0.34 0.28